1.
{"formula": "C7H16ClFSi", "method": "the ωB97M-V functional and the def2-TZVPD basis", "elements": ["C", "C", "Si", "C", "C", "C", "C", "H", "H", "H", "H", "H", "H", "H", "H", "H", "H", "H", "H", "H", "H", "F", "C", "Cl", "H", "H"], "coordinates": [[0.02, 2.92, -0.31], [0.17, 1.74, 0.73], [-0.70, 0.21, 0.74], [-0.78, -0.93, 2.27], [-0.07, -2.26, 1.98], [-1.72, -0.62, -0.54], [-1.22, -0.55, -1.99], [-0.46, 2.73, -1.17], [-0.69, 3.67, 0.14], [0.91, 3.54, -0.45], [0.61, 2.00, 1.72], [-0.46, -0.39, 3.20], [-1.92, -1.02, 2.44], [-0.43, -3.17, 2.44], [-0.03, -2.60, 0.96], [0.96, -2.12, 2.18], [-1.89, -1.67, -0.31], [-2.70, -0.09, -0.64], [-0.28, -1.07, -2.24], [-1.93, -1.16, -2.56], [-1.14, 0.46, -2.42], [2.66, -1.23, -1.59], [2.64, 0.15, -1.28], [4.24, 0.68, -0.77], [1.96, 0.23, -0.32], [2.23, 0.56, -2.22]], "homo_lumo_gap_ev": 8.439, "smiles": "CC=[Si](CC)CC.FCCl", "lumo_energy_ev": 0.67, "de_lowest_kj_mol": 248.8, "energy_ev": -30633.38289, "homo_ha": -0.28555}



2.
{"formula": "C7H16GaNO7P", "method": "the ωB97M-V functional and the def2-TZVPD basis", "elements": ["N", "P", "O", "O", "Ga", "C", "C", "C", "C", "O", "O", "H", "H", "H", "H", "H", "H", "H", "H", "H", "H", "H", "H", "C", "C", "O", "C", "O", "O", "H", "H", "H", "H"], "coordinates": [[3.63, -0.49, 3.15], [4.06, -0.72, 1.64], [5.46, -1.57, 1.60], [4.50, 0.70, 0.94], [2.45, -1.90, 0.30], [0.88, -2.34, 1.51], [-0.52, -1.85, 1.14], [-0.69, -0.33, 1.22], [-0.13, 0.45, 0.04], [-0.59, 0.38, -1.07], [0.89, 1.30, 0.30], [3.70, 0.48, 3.45], [5.41, -2.19, 0.85], [4.38, 1.42, 1.57], [2.13, -1.07, -1.01], [3.20, -3.27, -0.13], [0.86, -3.44, 1.54], [1.11, -2.02, 2.54], [-0.86, -2.22, 0.16], [-1.24, -2.26, 1.88], [-0.27, 0.03, 2.17], [-1.76, -0.09, 1.23], [1.08, 1.28, 1.24], [-3.85, 1.87, -1.65], [-2.82, 1.71, -2.75], [-3.64, 1.75, -3.93], [-4.78, 2.40, -3.63], [-5.60, 2.74, -4.43], [-4.89, 2.61, -2.30], [-3.48, 2.42, -0.78], [-4.25, 0.91, -1.32], [-2.12, 2.54, -2.78], [-2.26, 0.78, -2.69]], "homo_lumo_gap_ev": 7.367, "lumo_energy_ev": 2.55, "energy_ev": -85008.76253, "homo_ha": -0.17707, "charge": -1}



3.
{"formula": "C7H16N", "method": "the ωB97M-V functional and the def2-TZVPD basis", "elements": ["C", "C", "C", "C", "C", "C", "C", "N", "H", "H", "H", "H", "H", "H", "H", "H", "H", "H", "H", "H", "H", "H", "H", "H"], "coordinates": [[-0.71, 1.92, -1.99], [0.17, 0.94, -1.22], [-0.63, 0.62, 0.09], [-1.46, -0.69, 0.13], [-0.90, -1.67, 1.17], [0.50, -1.90, 0.95], [1.55, -1.54, 1.73], [1.45, 1.58, -0.95], [-0.37, 2.10, -3.02], [-0.63, 2.81, -1.37], [-1.80, 1.48, -2.00], [0.31, 0.01, -1.70], [0.12, 0.28, 0.82], [-1.20, 1.44, 0.63], [-2.40, -0.39, 0.41], [-1.55, -1.23, -0.90], [-0.95, -1.23, 2.15], [-1.61, -2.52, 1.18], [0.72, -2.71, 0.25], [2.52, -2.07, 1.68], [1.46, -0.71, 2.52], [1.34, 2.69, -0.87], [1.18, 1.60, 1.66], [1.55, 1.38, 0.12]], "homo_lumo_gap_ev": 4.563, "lumo_energy_ev": -9.09, "de_lowest_kj_mol": 838.0, "energy_ev": -8993.61962, "homo_ha": -0.50158, "charge": 1}



4.
{"formula": "C7H16N", "method": "the ωB97M-V functional and the def2-TZVPD basis", "elements": ["C", "C", "C", "C", "C", "C", "C", "N", "H", "H", "H", "H", "H", "H", "H", "H", "H", "H", "H", "H", "H", "H", "H", "H"], "coordinates": [[-0.66, 0.41, -2.67], [-0.38, -0.84, -1.92], [0.32, -0.99, -0.77], [0.56, -2.40, -0.20], [0.90, 0.15, 0.10], [-0.26, 0.70, 1.09], [-0.15, 0.07, 2.47], [-0.25, 2.32, 1.36], [0.18, 0.86, -3.08], [-1.25, 1.15, -2.07], [-1.30, 0.36, -3.54], [-0.86, -1.81, -2.24], [-0.39, -2.65, 0.23], [0.94, -2.91, -1.10], [1.50, -2.63, 0.44], [1.37, 0.87, -0.71], [1.81, -0.05, 0.56], [-1.27, 0.57, 0.67], [0.93, -0.29, 2.62], [-0.68, -0.82, 2.53], [-0.55, 0.40, 3.44], [-1.14, 2.82, 1.11], [-0.07, 2.48, 2.25], [0.48, 2.80, 0.75]], "homo_lumo_gap_ev": 8.910, "smiles": "C/C=C(/C)C[C@@H](C)[NH3+]", "lumo_energy_ev": -3.49, "de_lowest_kj_mol": 279.1, "energy_ev": -8999.41197, "homo_ha": -0.45568, "charge": 1}



5.
{"formula": "C7H16N2", "method": "the ωB97M-V functional and the def2-TZVPD basis", "elements": ["C", "C", "C", "C", "C", "C", "N", "N", "C", "H", "H", "H", "H", "H", "H", "H", "H", "H", "H", "H", "H", "H", "H", "H", "H"], "coordinates": [[-0.94, 1.28, -1.50], [-0.52, 0.79, -0.30], [-0.50, 1.73, 0.88], [-0.57, -0.73, 0.08], [-0.82, -1.62, -1.14], [-1.60, -1.05, 1.17], [0.78, -0.88, 0.63], [1.56, 0.01, -0.34], [2.73, 0.62, 0.26], [-1.34, 2.28, -1.57], [-1.13, 0.66, -2.36], [-0.15, 2.71, 0.57], [0.16, 1.33, 1.64], [-1.49, 1.83, 1.32], [-0.71, -2.67, -0.87], [-1.81, -1.45, -1.53], [-0.10, -1.41, -1.94], [-2.59, -0.79, 0.81], [-1.39, -0.50, 2.09], [-1.57, -2.11, 1.41], [1.08, -1.86, 0.62], [1.82, -0.51, -1.19], [3.42, -0.12, 0.68], [3.26, 1.21, -0.49], [2.42, 1.27, 1.08]], "homo_lumo_gap_ev": 8.721, "smiles": "C=C(C)C(C)(C)NNC", "lumo_energy_ev": 0.96, "de_lowest_kj_mol": 290.6, "energy_ev": -10496.24508, "homo_ha": -0.28537}



6.
{"formula": "C7H16N2", "method": "the ωB97M-V functional and the def2-TZVPD basis", "elements": ["C", "C", "C", "C", "C", "C", "C", "H", "H", "H", "H", "H", "H", "H", "H", "H", "H", "H", "H", "H", "H", "H", "H", "N", "N"], "coordinates": [[-3.02, -1.02, 0.24], [-2.26, 0.23, 0.54], [0.84, 0.02, -0.28], [1.05, 0.99, 0.73], [1.16, 2.29, 0.01], [1.86, -1.05, -0.72], [2.08, -1.79, 0.65], [-2.33, -1.76, -0.02], [-3.77, -0.83, -0.52], [-3.67, -1.41, 1.03], [-1.69, 0.51, 1.55], [-2.84, 1.15, 0.30], [-1.83, 0.68, -1.55], [0.33, 1.20, 1.58], [1.90, 0.70, 1.30], [1.79, 2.09, -0.92], [0.24, 2.84, -0.43], [1.77, 2.97, 0.79], [2.88, -0.67, -1.27], [1.01, -1.76, -1.40], [3.26, -1.31, 1.30], [2.54, -2.81, 0.14], [1.02, -1.83, 1.61], [-1.28, 0.64, -0.60], [-0.27, -0.33, -0.89]], "homo_lumo_gap_ev": 9.051, "lumo_energy_ev": 0.84, "de_lowest_kj_mol": 752.6, "energy_ev": -10491.45772, "homo_ha": -0.30165}



7.
{"formula": "C7H16N2", "method": "the ωB97M-V functional and the def2-TZVPD basis", "elements": ["H", "N", "C", "C", "C", "C", "N", "H", "H", "H", "H", "H", "H", "H", "C", "C", "C", "H", "H", "H", "H", "H", "H", "H", "H"], "coordinates": [[1.09, -2.01, -0.90], [0.55, -1.20, -1.24], [1.08, -0.12, -0.79], [0.58, 1.25, -1.15], [2.49, -0.21, -0.10], [3.58, 0.70, -0.59], [2.70, -1.19, 0.71], [3.69, -1.26, 0.97], [0.45, 1.82, -0.23], [1.29, 1.77, -1.79], [-0.38, 1.17, -1.66], [3.43, 1.70, -0.19], [3.56, 0.74, -1.69], [4.56, 0.33, -0.30], [-2.77, -0.25, 2.08], [-2.09, -0.65, 0.79], [-2.83, -0.11, -0.43], [-3.80, -0.62, 2.11], [-2.83, 0.84, 2.17], [-2.25, -0.67, 2.94], [-2.05, -1.75, 0.73], [-1.00, -0.33, 0.80], [-3.85, -0.50, -0.48], [-2.88, 0.98, -0.41], [-2.33, -0.42, -1.35]], "homo_lumo_gap_ev": 10.575, "smiles": "[H]/N=C(C)\\C(C)=N\\[H].CCC", "lumo_energy_ev": 0.73, "de_lowest_kj_mol": 126.5, "energy_ev": -10497.94597, "homo_ha": -0.36174}



8.
{"formula": "C7H16N2O", "method": "the ωB97M-V functional and the def2-TZVPD basis", "elements": ["C", "C", "C", "C", "N", "H", "H", "H", "H", "H", "H", "H", "H", "H", "H", "H", "C", "C", "C", "N", "O", "H", "H", "H", "H", "H"], "coordinates": [[-1.68, -1.21, -0.60], [0.93, -0.32, 0.43], [-1.49, -2.68, -0.63], [1.67, -0.63, -0.86], [-1.55, -0.42, -1.61], [-2.03, -0.76, 0.32], [-1.22, -0.84, -2.48], [-1.05, 0.78, -1.31], [1.61, -0.07, 1.24], [0.33, -1.14, 0.81], [-1.02, -3.02, -1.55], [-2.47, -3.17, -0.54], [-0.89, -3.01, 0.23], [2.67, -0.18, -0.88], [1.15, -0.20, -1.73], [1.75, -1.70, -1.03], [1.39, 2.35, 0.61], [0.19, 1.45, 0.32], [-0.82, 1.43, 1.43], [-0.68, 1.25, 2.68], [-0.32, 1.69, -0.88], [0.30, 1.14, 2.95], [-1.85, 1.54, 1.08], [1.82, 2.18, 1.60], [1.07, 3.39, 0.53], [2.16, 2.17, -0.14]], "homo_lumo_gap_ev": 8.683, "lumo_energy_ev": 0.49, "de_lowest_kj_mol": 354.2, "energy_ev": -12543.60315, "homo_ha": -0.30117}



9.
{"formula": "C7H16N2O", "method": "the ωB97M-V functional and the def2-TZVPD basis", "elements": ["C", "C", "C", "C", "C", "N", "H", "H", "H", "H", "H", "H", "H", "H", "H", "H", "H", "C", "C", "N", "O", "H", "H", "H", "H", "H"], "coordinates": [[-0.06, 1.76, -1.17], [0.29, 0.32, -0.99], [1.59, -0.08, -1.61], [-0.62, -0.63, -0.52], [-2.12, -0.40, -0.60], [-0.30, -2.00, -0.72], [-0.99, 2.05, -0.67], [0.72, 2.43, -0.81], [-0.21, 1.95, -2.24], [2.02, -0.96, -1.12], [2.30, 0.74, -1.59], [1.42, -0.36, -2.66], [-2.59, -0.98, 0.19], [-2.51, -0.76, -1.55], [-2.40, 0.64, -0.47], [0.52, -2.28, -0.20], [-1.05, -2.61, -0.43], [1.55, 0.02, 1.71], [-0.04, -0.39, 1.63], [-0.80, 0.74, 1.97], [-0.32, -1.52, 2.04], [1.65, 0.28, 2.76], [2.14, -0.87, 1.52], [1.90, 0.88, 1.14], [-0.32, 1.47, 2.46], [-1.79, 0.58, 1.95]], "homo_lumo_gap_ev": 8.373, "smiles": "CC(C)=C(C)N.CC(N)=O", "lumo_energy_ev": 0.71, "de_lowest_kj_mol": 251.7, "energy_ev": -12544.66547, "homo_ha": -0.28147}



| no. | F_max (eV/A) |
| --- | --- |
| 1 | 5.54 |
| 2 | 0.65 |
| 3 | 4.01 |
| 4 | 6.77 |
| 5 | 3.25 |
| 6 | 6.67 |
| 7 | 2.06 |
| 8 | 3.21 |
| 9 | 5.33 |